Record 1
ORCA calculation (ωB97M-V/def2-TZVPD) on C5H8N2O as an isolated structure in a non-equilibrium geometry.

```
16
Properties=species:S:1:pos:R:3:nbo_charge:R:1
C -1.1622 -0.6818 0.4139 0.16
C -1.0431 1.0041 0.3950 -0.43
C 0.3209 0.5837 -0.0652 -0.38
C 1.7343 0.7528 -0.4117 0.05
C 0.4057 -0.6637 0.6815 -0.07
H -2.2611 -0.5508 -1.1497 0.48
H -1.8879 -1.0202 1.0970 0.18
H -1.4937 1.4516 -0.6449 0.18
H -1.1736 1.9009 1.1212 0.24
H -0.1832 0.5104 -1.0243 0.24
H 2.4579 1.4847 -1.0670 0.23
H 1.4312 -1.9127 -0.3285 0.35
H 0.2857 -0.0611 1.7831 0.17
N 2.3980 -0.3655 -0.2700 -0.25
N 1.6817 -1.3376 0.3477 -0.42
O -1.5106 -1.0947 -0.8782 -0.71
```

Output
LUMO level: 0.02428 hartree
Total charge: 0
Frontier orbital gap: 9.446 eV
Highest occupied orbital energy: -8.79 eV
ΔE to the lowest compared entry with this formula, charge and spin: 173.9 kcal per mole


Record 2
ORCA calculation (ωB97M-V/def2-TZVPD) on C5H8N2O as an isolated structure in a non-equilibrium geometry.

```
16
Properties=species:S:1:pos:R:3:nbo_charge:R:1
C -0.4251 -0.1133 -0.0946 0.31
C -1.8317 -0.7414 -0.0596 -0.24
C -3.0140 -0.0877 0.1798 -0.36
C 1.8191 -0.6651 0.8226 -0.28
C 2.0806 -0.3834 -0.6766 -0.31
H 0.7851 2.9030 -0.1465 0.49
H -1.9144 -1.8130 -0.4544 0.22
H -3.9522 -0.4617 -0.1849 0.21
H -2.8693 1.0038 0.1511 0.21
H 2.1265 -1.6780 1.1844 0.23
H 1.3005 0.4366 1.4684 0.25
H 2.6356 -1.1158 -1.2506 0.22
H 2.0906 0.6996 -0.8832 0.24
N -0.4118 1.3002 -0.1948 -0.17
N 0.7815 -1.1290 -0.0527 -0.43
O 0.7990 1.8452 0.1916 -0.58
```

Output
LUMO level: 0.00399 hartree
Total charge: 0
Frontier orbital gap: 8.884 eV
Highest occupied orbital energy: -8.78 eV
ΔE to the lowest compared entry with this formula, charge and spin: 185.3 kcal per mole


Record 3
ORCA calculation (ωB97M-V/def2-TZVPD) on a single C5H8N2O molecule in a non-equilibrium geometry.

```
16
Properties=species:S:1:pos:R:3:nbo_charge:R:1
C -2.3334 -0.8628 0.1764 -0.44
C 0.0828 0.3769 0.1478 0.45
C 1.4483 1.2489 0.1155 -0.50
C 2.5611 0.0595 -0.0675 -0.31
C 1.7788 -1.0978 -0.0256 0.08
H -2.4348 -0.8563 1.4375 0.16
H -3.3276 -1.3749 -0.0228 0.20
H -1.6390 -1.5173 -0.2763 0.23
H -2.9856 1.1719 0.3479 0.36
H 1.2762 1.8306 -1.0397 0.26
H 1.9306 1.8363 1.0766 0.27
H 3.6698 -0.2359 0.2886 0.24
H 2.5036 -1.9255 -0.1399 0.22
N -2.2766 0.4771 -0.3381 -0.41
N -1.0520 1.0258 -0.0396 -0.30
O 0.3853 -0.9745 -0.1385 -0.51
```

Output
LUMO level: 0.03195 hartree
Total charge: 0
Frontier orbital gap: 9.101 eV
Highest occupied orbital energy: -8.23 eV
ΔE to the lowest compared entry with this formula, charge and spin: 156.8 kcal per mole
SMILES string: CN/N=C1/CC=CO1